The following is a quantum chemistry calculation of a 11-piece molecular cluster, C38H86O23S5 overall, from the OMol25 dataset.

Summary:
DFT total energy in eV: -142064.1275
SMILES string: CCOS(C)(=O)=O.CCOS(C)(=O)=O.CCOS(C)(=O)=O.CCOS(C)(=O)=O.CCOS(C)(=O)=O.COC(=O)OC.C1CCOC1.C1CCOC1.C1CCOC1.C1CCOC1.C1CCOC1
Kohn-Sham gap in eV: 9.62

```
152
Properties=species:S:1:pos:R:3:mulliken_charge:R:1
C 15.10 28.89 14.81 -1.021
C 15.05 30.01 13.79 -0.063
O 14.09 31.01 14.17 -0.387
S 14.53 32.52 14.09 1.213
C 14.99 32.69 12.37 -0.961
O 13.40 33.33 14.31 -0.642
O 15.67 32.69 14.92 -0.555
H 14.36 28.12 14.61 0.458
H 14.96 29.33 15.80 0.265
H 16.09 28.42 14.79 -0.011
H 16.05 30.40 13.59 0.385
H 14.76 29.61 12.81 0.279
H 14.70 33.69 12.08 0.393
H 14.35 31.99 11.84 0.323
H 16.05 32.47 12.27 0.322
C 19.63 20.28 17.27 -1.355
C 19.28 21.75 17.39 0.078
O 18.53 22.22 16.26 -0.336
S 19.32 22.62 14.96 1.236
C 19.95 24.21 15.43 -0.583
O 20.37 21.70 14.74 -0.663
O 18.33 22.82 13.97 -0.571
H 19.82 19.82 18.25 0.408
H 20.47 20.06 16.62 0.312
H 18.80 19.69 16.86 0.316
H 18.70 21.88 18.30 0.368
H 20.20 22.34 17.48 0.082
H 20.47 24.51 14.52 0.055
H 20.58 24.14 16.30 0.435
H 19.08 24.83 15.57 0.159
C 14.33 26.07 10.13 -1.315
C 15.44 26.86 10.73 0.045
O 15.81 26.16 11.96 -0.223
S 17.22 26.45 12.59 1.259
C 18.20 25.28 11.70 -0.922
O 17.56 27.80 12.27 -0.669
O 17.22 26.05 13.95 -0.529
H 13.75 26.61 9.39 0.400
H 13.64 25.67 10.86 0.310
H 14.77 25.21 9.61 0.309
H 16.29 26.86 10.04 0.359
H 15.15 27.88 10.96 0.072
H 17.97 25.41 10.64 0.383
H 17.85 24.32 12.07 0.305
H 19.24 25.43 11.93 0.229
C 25.91 27.01 16.98 -0.946
C 26.27 28.48 17.06 0.237
O 25.58 29.11 15.95 -0.146
S 25.60 30.69 15.80 0.971
C 23.89 31.06 16.01 -0.594
O 26.27 31.28 16.90 -0.467
O 26.00 30.97 14.47 -0.653
H 26.16 26.67 15.96 0.278
H 24.84 26.89 17.13 0.003
H 26.53 26.34 17.56 0.239
H 25.88 28.84 18.01 -0.121
H 27.34 28.66 17.01 0.461
H 23.33 30.76 15.11 0.386
H 23.81 32.14 15.94 0.585
H 23.53 30.59 16.91 -0.248
C 24.77 30.85 20.82 -1.026
C 25.53 31.74 19.88 -0.028
O 25.81 32.96 20.59 -0.474
S 26.02 34.27 19.73 1.277
C 27.64 34.03 19.10 -0.757
O 25.07 34.28 18.67 -0.576
O 26.04 35.33 20.67 -0.664
H 23.83 31.29 21.16 0.234
H 25.38 30.62 21.69 0.471
H 24.54 29.92 20.30 -0.031
H 26.43 31.22 19.56 0.494
H 24.92 31.94 19.00 0.182
H 28.38 34.20 19.87 0.338
H 27.81 34.75 18.30 0.335
H 27.71 33.01 18.73 0.192
C 19.53 28.50 15.17 -0.736
O 20.53 28.84 16.09 0.344
C 20.84 27.90 16.93 0.119
O 20.26 26.87 17.04 -0.541
O 21.85 28.30 17.64 0.226
C 22.18 27.49 18.75 -0.703
H 18.53 28.56 15.60 -0.052
H 19.63 27.51 14.74 0.211
H 19.55 29.23 14.37 0.434
H 21.60 27.87 19.60 0.025
H 23.25 27.58 18.93 -0.016
H 21.95 26.44 18.60 0.408
C 23.32 26.88 12.39 -0.116
C 24.36 27.61 13.21 0.433
C 24.69 28.92 12.45 -0.391
O 23.93 28.82 11.25 -0.491
C 22.82 27.96 11.42 -0.419
H 22.55 26.39 12.97 -0.097
H 23.73 26.06 11.77 0.333
H 25.24 27.03 13.51 0.199
H 23.93 27.84 14.20 -0.472
H 25.74 28.93 12.17 0.270
H 24.38 29.77 13.06 0.252
H 22.58 27.63 10.41 0.334
H 21.97 28.50 11.83 0.186
C 19.18 26.47 21.61 0.401
C 19.00 25.28 20.66 0.046
C 20.15 24.39 21.05 -0.586
O 21.20 25.31 21.20 -0.287
C 20.70 26.40 21.95 -0.670
H 18.58 26.53 22.51 0.444
H 18.99 27.32 20.95 -0.679
H 19.11 25.58 19.62 -0.306
H 18.04 24.75 20.68 0.512
H 20.41 23.68 20.27 0.236
H 19.99 23.82 21.97 0.300
H 21.10 27.38 21.71 0.314
H 20.90 26.19 23.00 0.432
C 16.61 30.79 19.23 -0.397
C 16.10 31.09 17.83 -0.936
C 17.32 30.65 16.93 0.372
O 17.89 29.58 17.69 0.068
C 17.24 29.44 18.99 -0.467
H 15.87 30.71 20.03 0.490
H 17.31 31.58 19.53 0.070
H 15.85 32.14 17.70 0.450
H 15.16 30.57 17.59 0.273
H 17.92 31.56 16.92 0.117
H 16.93 30.37 15.96 -0.445
H 17.89 29.08 19.78 0.018
H 16.46 28.70 18.75 0.451
C 21.69 31.29 19.92 0.236
C 20.36 31.14 19.22 0.283
C 20.57 31.88 17.85 -0.162
O 21.89 32.46 17.92 -0.406
C 22.11 32.63 19.30 -0.093
H 22.36 30.50 19.57 -0.459
H 21.74 31.38 21.01 0.608
H 19.56 31.61 19.79 0.162
H 19.96 30.14 19.04 -0.556
H 19.82 32.68 17.82 0.235
H 20.46 31.19 17.02 0.046
H 21.46 33.44 19.66 0.279
H 23.13 32.85 19.59 -0.133
C 24.61 25.42 21.38 -0.439
C 25.94 26.14 21.11 -0.057
C 26.53 25.32 19.97 -0.642
O 25.41 24.98 19.18 -0.421
C 24.30 24.71 20.04 0.270
H 23.87 26.11 21.76 0.099
H 24.82 24.71 22.19 0.383
H 26.61 26.23 21.95 0.453
H 25.75 27.12 20.67 -0.251
H 27.04 24.41 20.32 0.295
H 27.23 25.90 19.37 0.454
H 24.18 23.63 20.15 0.327
H 23.37 25.08 19.61 -0.380
```